(1)
{
  "formula": "C46H87Br18NO6",
  "method": "ωB97M-V/def2-TZVPD",
  "total_energy_ha": -48643.12986,
  "max_force_ev_per_a": 4.03,
  "charge": 0,
  "gap_ha": 0.3151,
  "elements": ["C", "C", "C", "C", "C", "C", "C", "N", "C", "O", "C", "C", "O", "C", "C", "C", "C", "C", "C", "C", "C", "C", "C", "C", "C", "O", "O", "C", "C", "C", "O", "C", "O", "C", "C", "H", "H", "H", "H", "H", "H", "H", "H", "H", "H", "H", "H", "H", "H", "H", "H", "H", "H", "H", "H", "H", "H", "H", "H", "H", "H", "H", "H", "H", "H", "H", "H", "H", "H", "H", "H", "H", "H", "H", "H", "H", "H", "H", "H", "H", "H", "H", "H", "H", "H", "H", "Br", "C", "C", "Br", "H", "H", "H", "H", "Br", "C", "C", "Br", "H", "H", "H", "H", "Br", "C", "C", "Br", "H", "H", "H", "H", "Br", "C", "C", "Br", "H", "H", "H", "H", "Br", "C", "C", "Br", "H", "H", "H", "H", "Br", "C", "C", "Br", "H", "H", "H", "H", "Br", "C", "C", "Br", "H", "H", "H", "H", "Br", "C", "C", "Br", "H", "H", "H", "H", "Br", "C", "C", "Br", "H", "H", "H", "H"],
  "xyz": [[-0.61337, 5.32624, -2.86438], [-0.12462, 4.37686, -3.41387], [0.34747, 2.98127, -3.79999], [0.62689, 2.10203, -2.51326], [0.94879, 0.62464, -2.93632], [-0.17864, -0.43921, -2.63536], [0.04442, -1.53769, -3.80055], [-0.22818, -2.89979, -3.30743], [-1.05119, -3.72384, -4.22070], [0.01913, -1.18795, -1.43848], [0.25951, -0.44133, -0.25120], [-0.64171, -1.10534, 0.86097], [-2.02727, -0.80005, 0.73279], [-2.70571, -1.78394, 1.54783], [-4.04896, -1.24742, 2.14481], [-5.26540, -2.12707, 1.67897], [1.72236, -0.50619, 0.34428], [2.11079, 0.96958, 0.75940], [2.80053, -1.24126, -0.51664], [4.04812, -0.36442, -0.93514], [5.20010, -0.37531, 0.13956], [-1.61750, 0.13013, -2.85581], [-2.72521, -0.86331, -3.28255], [-3.00323, -1.92647, -2.09247], [-4.35492, -2.74634, -2.27546], [-4.13532, -1.61486, -1.25712], [-2.11672, 0.86861, -1.72694], [-3.02149, 1.88892, -2.10422], [-4.37813, 1.81501, -1.31426], [-4.22763, 2.15023, 0.20741], [-4.79961, 3.47477, 0.45174], [-3.84718, 4.46721, 0.27637], [-2.90110, 4.54313, 1.01485], [-3.99677, 5.45671, -0.90632], [-3.48722, 6.88357, -0.51977], [-0.93242, 6.19620, -2.29083], [-0.31258, 2.48113, -4.53703], [1.35645, 3.13145, -4.26274], [-0.13977, 2.23462, -1.72707], [1.57279, 2.53291, -2.09422], [1.05127, 0.63275, -4.05477], [1.94414, 0.32673, -2.54888], [-0.50457, -1.27012, -4.72994], [1.13477, -1.51915, -4.07109], [0.67134, -3.32308, -3.10010], [-0.46135, -4.62341, -4.51904], [-1.93786, -4.11066, -3.65155], [-1.38662, -3.18817, -5.13397], [-0.05446, 0.62333, -0.28281], [-0.29146, -0.70143, 1.84292], [-0.51727, -2.21023, 0.74450], [-2.79713, -2.76360, 1.02055], [-2.01959, -1.96792, 2.41864], [-4.11870, -0.17739, 1.85746], [-3.99395, -1.27965, 3.26675], [-5.90110, -2.36614, 2.56748], [-5.83507, -1.62950, 0.86848], [-4.89885, -3.11810, 1.31622], [1.68603, -1.04338, 1.32616], [1.44499, 1.19738, 1.63534], [1.86086, 1.72286, -0.01463], [3.14761, 1.05358, 1.13812], [3.23741, -2.07100, 0.09735], [2.43115, -1.72097, -1.44508], [3.78006, 0.65326, -1.29332], [4.48194, -0.89213, -1.82472], [5.98895, 0.32783, -0.21624], [5.66838, -1.39067, 0.10151], [4.85363, -0.16559, 1.17118], [-1.51207, 0.88937, -3.68177], [-3.74135, -0.40527, -3.34427], [-2.57201, -1.44704, -4.20829], [-2.11901, -2.47283, -1.65480], [-4.95778, -2.44197, -3.15049], [-4.65224, -3.47445, -1.50345], [-2.59219, 2.90664, -1.88859], [-3.30121, 1.89826, -3.18330], [-5.03843, 2.59717, -1.77061], [-4.89615, 0.84476, -1.48050], [-3.17553, 2.07425, 0.54710], [-4.90599, 1.45772, 0.75676], [-3.42694, 5.11397, -1.79790], [-5.07694, 5.51234, -1.17445], [-4.04614, 7.19831, 0.39396], [-3.68996, 7.62214, -1.32329], [-2.40220, 6.90183, -0.27256], [3.29059, -2.48597, -3.97454], [4.49209, -1.64827, -5.25668], [3.79334, -1.43244, -6.57197], [3.63494, -3.09139, -7.57552], [5.37322, -2.28059, -5.33164], [4.77314, -0.69464, -4.80985], [4.36976, -0.76605, -7.21256], [2.78681, -1.03694, -6.45566], [5.61188, 2.08531, 4.90309], [3.80658, 2.38573, 4.24051], [2.83904, 1.39140, 4.82658], [3.01256, -0.35194, 3.97581], [3.85583, 2.34789, 3.15499], [3.55116, 3.39733, 4.55335], [1.81121, 1.69982, 4.63765], [2.97752, 1.23762, 5.89402], [5.46151, 1.47389, 8.76571], [7.21129, 2.17201, 9.25114], [8.09513, 2.32444, 8.04091], [8.79210, 0.60580, 7.44795], [7.62213, 1.50095, 10.00179], [7.01546, 3.14246, 9.70575], [8.97430, 2.92077, 8.28183], [7.58143, 2.76776, 7.19120], [2.73128, -5.29292, -1.17876], [0.97369, -5.95205, -1.70254], [1.07932, -7.23788, -2.47859], [1.65592, -6.91170, -4.31072], [0.48891, -5.15617, -2.25986], [0.43921, -6.11060, -0.76642], [0.10300, -7.71295, -2.56665], [1.78432, -7.94249, -2.04459], [5.88657, -1.04375, 12.13945], [4.14031, -1.67586, 11.55260], [4.25784, -2.93602, 10.73440], [4.87795, -2.55081, 8.93085], [3.67290, -0.85702, 11.01084], [3.58356, -1.86541, 12.46957], [3.28189, -3.40286, 10.60727], [4.94886, -3.65926, 11.16013], [2.10154, 6.57862, -5.40762], [1.92335, 8.42254, -4.81232], [2.92770, 8.75397, -3.73968], [2.40373, 8.00463, -2.02023], [0.89358, 8.55230, -4.48833], [2.09943, 9.02691, -5.70136], [2.97481, 9.83030, -3.57885], [3.92440, 8.37899, -3.95799], [-1.68299, -2.31277, 5.26022], [0.04066, -3.21786, 5.19534], [0.35447, -3.69952, 3.80226], [-0.65778, -5.30291, 3.35586], [0.00570, -4.01874, 5.92964], [0.76798, -2.47075, 5.51182], [1.40087, -3.99294, 3.72555], [0.13069, -2.96119, 3.03507], [-0.48541, -3.77053, -8.01112], [-2.42190, -3.88895, -8.15928], [-3.01232, -2.60125, -8.67038], [-3.06194, -1.24273, -7.27337], [-2.79861, -4.17122, -7.17873], [-2.60501, -4.70103, -8.86184], [-4.05115, -2.74559, -8.96451], [-2.45795, -2.17848, -9.50441], [-9.11446, -1.81373, 4.15255], [-8.69760, -0.01230, 4.76374], [-7.45768, 0.52167, 4.09575], [-5.84604, -0.25649, 4.86051], [-8.61352, -0.05658, 5.84658], [-9.56585, 0.58785, 4.49410], [-7.36330, 1.59367, 4.26463], [-7.42782, 0.32278, 3.02674]]
}

=====

(2)
{
  "formula": "C4H9FN2S",
  "method": "ωB97M-V/def2-TZVPD",
  "de_lowest_kj_mol": 134.9,
  "total_energy_ha": -765.33119,
  "max_force_ev_per_a": 2.13,
  "charge": 0,
  "gap_ha": 0.3612,
  "elements": ["C", "C", "N", "C", "C", "F", "N", "S", "H", "H", "H", "H", "H", "H", "H", "H", "H"],
  "xyz": [[-1.97065, -0.79191, 0.71102], [-1.20016, -1.00783, -0.54996], [0.24067, -0.92165, -0.37533], [0.82269, 0.20312, -0.21470], [0.15395, 1.56615, -0.47829], [0.82036, 2.47021, 0.32521], [2.15905, 0.36412, 0.06412], [3.30060, -0.84120, 0.01282], [-1.85897, -1.64196, 1.39907], [-1.57189, 0.02947, 1.31610], [-3.03094, -0.55089, 0.51219], [-1.43442, -1.98639, -0.96877], [-1.61069, -0.34917, -1.36005], [-0.87360, 1.67341, -0.18634], [0.39105, 1.84125, -1.52414], [2.45924, 1.32453, 0.05822], [3.20374, -1.38126, 1.25885]]
}

=====

(3)
{
  "formula": "C26H69F6N3O14P",
  "method": "ωB97M-V/def2-TZVPD",
  "total_energy_ha": -3190.09384,
  "max_force_ev_per_a": 4.54,
  "charge": -1,
  "gap_ha": 0.3291,
  "elements": ["P", "F", "F", "F", "F", "F", "F", "C", "O", "C", "C", "N", "C", "C", "O", "C", "H", "H", "H", "H", "H", "H", "H", "H", "H", "H", "H", "H", "H", "H", "H", "C", "O", "C", "C", "N", "C", "C", "O", "C", "H", "H", "H", "H", "H", "H", "H", "H", "H", "H", "H", "H", "H", "H", "H", "C", "O", "C", "C", "N", "C", "C", "O", "C", "H", "H", "H", "H", "H", "H", "H", "H", "H", "H", "H", "H", "H", "H", "H", "C", "C", "O", "O", "H", "H", "H", "H", "H", "H", "C", "C", "O", "O", "H", "H", "H", "H", "H", "H", "C", "C", "O", "O", "H", "H", "H", "H", "H", "H", "C", "C", "O", "O", "H", "H", "H", "H", "H", "H"],
  "xyz": [[-21.36832, 6.20634, 11.74213], [-21.43415, 6.79722, 10.23124], [-22.69305, 5.38319, 11.36451], [-20.53280, 4.86316, 11.28568], [-21.32684, 5.64207, 13.28653], [-19.97704, 7.05082, 12.02939], [-22.03494, 7.51669, 12.20577], [-31.20832, 1.62461, 13.27589], [-30.75949, 1.64792, 11.89358], [-30.66257, 2.87204, 11.24111], [-31.89234, 3.12015, 10.24807], [-32.01080, 2.04632, 9.27854], [-33.17344, 1.95430, 8.36418], [-33.04313, 0.91537, 7.22622], [-33.70455, -0.25564, 7.70241], [-33.98812, -1.16909, 6.58913], [-32.28599, 1.48235, 13.35645], [-31.00389, 2.54524, 13.82246], [-30.77474, 0.84013, 13.89613], [-29.69106, 2.87872, 10.74692], [-30.62944, 3.64727, 12.00663], [-31.80592, 3.96811, 9.56867], [-32.82289, 3.04930, 10.81126], [-32.04061, 1.14714, 9.73754], [-33.30956, 2.90317, 7.84534], [-34.12702, 1.86399, 8.88440], [-32.02686, 0.66166, 6.92467], [-33.58725, 1.16348, 6.31492], [-34.91718, -0.88042, 6.09758], [-34.26069, -2.16357, 6.94242], [-33.18936, -1.25842, 5.85286], [-14.16143, 0.97930, 8.00358], [-13.78475, -0.41011, 7.99511], [-13.90392, -1.14677, 6.78593], [-13.07211, -2.41958, 6.94933], [-13.69022, -3.50153, 7.70542], [-12.89878, -4.73269, 7.68430], [-13.80305, -5.83478, 8.33757], [-14.08104, -5.36273, 9.69401], [-14.50584, -6.37629, 10.59975], [-15.14095, 1.16068, 8.44600], [-14.21354, 1.17522, 6.93259], [-13.46805, 1.46316, 8.69149], [-13.40953, -0.67193, 5.93846], [-14.96883, -1.34566, 6.66552], [-12.11540, -2.27777, 7.45203], [-12.61629, -2.76757, 6.02239], [-13.68121, -3.30527, 8.69612], [-11.98702, -4.74642, 8.28147], [-12.43354, -4.96113, 6.72542], [-13.22056, -6.75069, 8.43726], [-14.70520, -6.01726, 7.75369], [-15.54065, -6.60397, 10.34396], [-14.36146, -5.95299, 11.59377], [-13.97111, -7.32466, 10.54727], [-18.40858, -3.12003, 14.38130], [-18.37107, -2.69283, 12.98054], [-19.44604, -1.91907, 12.55635], [-19.30630, -1.85139, 11.02702], [-20.37377, -1.07605, 10.38796], [-21.73740, -1.36712, 10.81322], [-22.73393, -0.86947, 9.82122], [-22.89109, -1.73103, 8.70949], [-24.24911, -1.77072, 8.21022], [-18.71097, -2.34558, 15.08620], [-17.47840, -3.54648, 14.75681], [-19.18007, -3.88568, 14.46291], [-19.46621, -1.01586, 13.16618], [-20.39185, -2.38947, 12.82517], [-19.35750, -2.83097, 10.55175], [-18.39586, -1.33077, 10.73012], [-20.24701, -0.09703, 10.60142], [-22.06715, -1.00050, 11.78531], [-21.74379, -2.45709, 10.80784], [-22.40561, 0.14878, 9.61274], [-23.70219, -0.64964, 10.27095], [-25.05458, -2.13809, 8.84611], [-24.35402, -2.11143, 7.18017], [-24.51441, -0.72129, 8.08208], [-13.88682, 2.31968, 15.13437], [-14.96870, 3.50995, 15.09555], [-15.78707, 3.50814, 16.14768], [-13.05531, 2.66582, 14.00725], [-14.38794, 1.35679, 15.03533], [-13.41711, 2.36416, 16.11696], [-15.62344, 3.33305, 14.24225], [-14.56241, 4.52006, 15.14755], [-16.37330, 4.25529, 16.00730], [-13.26749, 2.04316, 13.30806], [-17.31440, 13.35198, 11.05148], [-18.41247, 13.35430, 9.93024], [-18.59994, 12.09646, 9.16722], [-17.68094, 12.41266, 12.15141], [-17.37487, 14.37056, 11.43476], [-16.34622, 13.10847, 10.61390], [-18.35611, 14.22388, 9.27543], [-19.37899, 13.52201, 10.40543], [-19.20291, 11.60025, 9.72561], [-17.70439, 11.51258, 11.81836], [-22.63587, 14.50854, 16.79949], [-23.51880, 13.32104, 16.28557], [-23.40018, 13.13305, 14.89512], [-21.26053, 14.18207, 16.77150], [-22.89895, 14.62755, 17.85055], [-22.74675, 15.37252, 16.14427], [-24.60168, 13.41690, 16.36489], [-23.22221, 12.38474, 16.75829], [-23.10413, 12.26742, 14.60417], [-21.12085, 13.79029, 15.90628], [-22.00764, 5.35121, 3.56604], [-23.57465, 5.43521, 3.66965], [-24.25695, 4.14747, 3.48713], [-21.42078, 4.51202, 4.61693], [-21.57113, 6.34917, 3.60626], [-21.76143, 4.92511, 2.59346], [-23.76351, 6.10900, 2.83393], [-24.09006, 5.83868, 4.54123], [-25.20481, 4.29442, 3.44750], [-21.55613, 5.01172, 5.42537]]
}

=====

(4)
{
  "formula": "H2NP",
  "method": "ωB97M-V/def2-TZVPD",
  "de_lowest_kj_mol": 127.4,
  "total_energy_ha": -397.21015,
  "max_force_ev_per_a": 6.86,
  "charge": 0,
  "gap_ha": 0.3236,
  "elements": ["H", "N", "P", "H"],
  "xyz": [[-1.29826, 1.14661, -0.09613], [-0.81886, 0.14276, 0.05412], [1.00519, 0.26001, -0.02808], [0.91653, -1.17745, 0.26729]]
}

=====

(5)
{
  "formula": "C4H7NO",
  "method": "ωB97M-V/def2-TZVPD",
  "de_lowest_kj_mol": 275.1,
  "total_energy_ha": -286.52687,
  "max_force_ev_per_a": 4.32,
  "charge": 0,
  "gap_ha": 0.3723,
  "elements": ["C", "C", "O", "C", "C", "N", "H", "H", "H", "H", "H", "H", "H"],
  "xyz": [[1.87283, -0.27810, 0.49370], [0.71443, 0.54303, 0.03488], [0.68785, 1.74599, 0.17627], [-0.36231, -0.12588, -0.70878], [-1.77269, -0.29902, 0.02181], [-1.52915, 0.55496, -1.10958], [2.51216, -0.51167, -0.35931], [1.55061, -1.23220, 0.91201], [2.44426, 0.29283, 1.22208], [-0.40499, -1.24727, -0.78282], [-1.80289, 0.14197, 1.00247], [-2.51369, -1.08715, -0.14403], [-1.39641, 1.50251, -0.75871]]
}